Record 1
Here is a molecular structure, C29H48F8InO14Si from the Open Molecules 2025 dataset. Energies are from the ωB97M-V functional and the def2-TZVPD basis.

The geometry in XYZ format:
```
101
Properties=species:S:1:pos:R:3
C -0.815 -0.816 5.978
C -2.079 -1.522 5.444
O -2.916 -0.677 4.697
In -2.470 -0.489 2.672
C -0.283 -0.270 2.433
C -3.060 -2.416 1.660
C -2.104 -2.826 0.572
O -1.733 -1.677 -0.227
C -0.784 -2.000 -1.187
C -0.760 -0.898 -2.233
F -1.049 0.299 -1.705
F 0.502 -0.812 -2.753
C -1.691 -1.082 -3.469
F -1.084 -1.903 -4.338
F -1.842 0.127 -4.058
C -3.135 -1.623 -3.278
F -3.685 -1.575 -4.507
F -3.085 -2.911 -2.913
C -4.023 -0.807 -2.282
F -5.184 -0.489 -2.897
F -4.313 -1.575 -1.228
Si -3.846 1.531 1.819
C -3.646 3.059 2.930
C -5.688 1.117 1.568
C -3.209 2.033 0.095
H -0.806 -0.752 7.072
H -0.787 0.197 5.561
H 0.110 -1.320 5.670
H -2.668 -1.901 6.291
H -1.764 -2.386 4.827
H 0.062 0.632 2.950
H 0.232 -1.129 2.885
H -0.014 -0.210 1.372
H -3.064 -3.219 2.409
H -4.082 -2.339 1.264
H -1.186 -3.250 1.010
H -2.511 -3.580 -0.129
H -1.011 -2.959 -1.678
H 0.237 -2.062 -0.774
H -3.543 0.120 -1.956
H -3.442 3.943 2.310
H -4.504 3.266 3.578
H -2.758 2.912 3.555
H -6.329 2.009 1.581
H -6.039 0.416 2.334
H -5.818 0.630 0.592
H -3.011 1.109 -0.463
H -2.257 2.571 0.172
H -3.930 2.643 -0.470
C 3.337 -1.025 -3.679
C 4.687 -0.547 -3.185
C 5.835 -0.637 -4.173
O 6.970 -0.790 -3.317
C 6.540 -1.375 -2.164
O 7.271 -1.806 -1.331
O 5.196 -1.388 -2.122
H 3.433 -1.554 -4.629
H 2.893 -1.703 -2.952
H 2.655 -0.190 -3.824
H 4.625 0.465 -2.780
H 5.960 0.246 -4.795
H 5.749 -1.527 -4.802
C -2.577 6.743 -1.935
C -1.329 6.246 -1.231
C -0.765 4.918 -1.703
O -0.122 4.426 -0.529
C -0.769 4.946 0.548
O -0.644 4.566 1.663
O -1.602 5.941 0.148
H -3.013 5.970 -2.569
H -3.320 7.034 -1.194
H -2.358 7.609 -2.557
H -0.542 7.006 -1.240
H -0.041 4.999 -2.510
H -1.563 4.224 -1.982
C -6.657 -2.786 4.771
C -5.370 -3.549 4.533
C -5.470 -5.063 4.459
O -4.180 -5.485 4.913
C -3.687 -4.501 5.717
O -2.701 -4.580 6.377
O -4.475 -3.413 5.650
H -7.478 -3.452 5.042
H -6.505 -2.072 5.579
H -6.947 -2.230 3.881
H -4.846 -3.161 3.660
H -5.653 -5.456 3.462
H -6.226 -5.440 5.155
C 9.520 1.388 -3.343
C 10.878 1.160 -3.972
C 11.432 -0.250 -3.878
O 12.846 -0.024 -3.906
C 13.078 1.215 -3.409
O 14.152 1.641 -3.127
O 11.916 1.893 -3.284
H 9.203 0.530 -2.751
H 9.549 2.262 -2.695
H 8.764 1.556 -4.108
H 10.896 1.498 -5.012
H 11.151 -0.901 -4.701
H 11.167 -0.716 -2.927
```

Results
- HOMO energy: -4.39 eV
- Charge: -1
- Kohn-Sham gap: 6.0 eV

=====

Record 2
Here is a molecular structure, C29H48N6OSV from the Open Molecules 2025 dataset. Energies are from the ωB97M-V functional and the def2-TZVPD basis.

The geometry in XYZ format:
```
86
Properties=species:S:1:pos:R:3
V -0.564 0.453 -0.133
C -1.493 3.770 1.862
C 0.017 3.638 1.651
C 0.420 3.273 0.225
C 0.657 2.772 2.726
C 1.435 3.438 3.664
C 2.008 2.782 4.739
C 1.832 1.419 4.860
C 1.089 0.691 3.934
C 1.060 -0.824 4.137
C 2.471 -1.401 4.323
C 0.198 -1.220 5.341
C 0.457 1.386 2.876
N -0.360 0.652 1.953
C -1.226 -0.205 2.458
C -1.776 -1.223 1.682
C -2.681 -2.226 2.043
C -2.825 -3.024 0.921
C -2.027 -2.477 -0.101
N -1.375 -1.388 0.362
C -1.904 -2.997 -1.515
C -2.407 -4.439 -1.592
C -2.758 -2.132 -2.454
C -0.438 -2.961 -1.955
H -1.929 4.448 1.129
H -1.695 4.162 2.859
H -1.993 2.805 1.777
H 0.439 4.633 1.807
H -0.170 2.446 -0.190
H 1.477 3.016 0.151
H 0.185 4.078 -0.470
H 1.576 4.507 3.557
H 2.592 3.328 5.466
H 2.295 0.899 5.688
H 0.638 -1.307 3.253
H 2.903 -1.104 5.277
H 3.157 -1.074 3.540
H 2.429 -2.491 4.312
H 0.610 -0.802 6.261
H 0.169 -2.305 5.451
H -0.826 -0.858 5.252
H -1.545 -0.139 3.494
H -3.141 -2.351 3.010
H -3.431 -3.911 0.837
H -3.471 -4.505 -1.360
H -1.863 -5.086 -0.902
H -2.265 -4.822 -2.603
H -3.803 -2.139 -2.143
H -2.700 -2.516 -3.474
H -2.421 -1.095 -2.453
H 0.167 -3.631 -1.341
H -0.043 -1.950 -1.866
H -0.350 -3.277 -2.997
S -2.814 1.142 -0.365
C -2.539 2.647 -1.067
N -2.345 3.672 -1.563
C 2.068 -2.166 0.814
C 2.292 -0.675 0.884
O 1.455 0.033 -0.072
H 2.691 -2.652 1.567
H 2.347 -2.573 -0.160
H 1.024 -2.408 1.014
H 3.326 -0.393 0.683
H 2.008 -0.270 1.850
H 1.843 -0.034 -0.949
C 2.379 1.416 -4.537
N 1.615 0.528 -3.665
C 2.417 -0.443 -2.960
C 0.290 0.744 -3.421
N -0.281 0.578 -2.244
N -0.431 1.153 -4.493
C -0.168 0.640 -5.835
C -1.755 1.737 -4.321
H 3.249 1.786 -3.990
H 1.773 2.267 -4.831
H 2.729 0.898 -5.431
H 3.058 -0.964 -3.674
H 1.785 -1.195 -2.491
H 3.103 0.024 -2.237
H -1.284 0.605 -2.403
H 0.654 -0.069 -5.823
H 0.062 1.450 -6.529
H -1.059 0.122 -6.194
H -2.524 0.970 -4.170
H -2.004 2.285 -5.227
H -1.765 2.435 -3.488
```

Results
- HOMO energy (alpha / beta): -10.52 / -10.56 eV
- Expectation value of S²: 2.0214
- 2S+1: 3
- Charge: +1
- Energy relative to the best compared isomer or geometry (same formula, charge and spin): 0.0 kcal/mol
- Kohn-Sham gap (alpha / beta): 6.6 / 7.6 eV